Entry 1:
Below is a structure of composition C4H15BBeF6NO10S2 in a non-equilibrium geometry, with properties calculated with ωB97M-V/def2-TZVPD.

Values from the calculation:
Maximum force: 0.143 Eh/bohr
Total charge: -1
DFT total energy: -65403.29879 eV

Cartesian coordinates (Å):
O -2.910 -2.293 1.014
H 2.618 0.737 -2.199
F 1.980 -3.858 1.175
H -3.188 2.261 -1.653
F -1.005 -4.737 -0.438
O -0.514 -1.295 2.664
Be -0.307 0.552 -0.870
O -2.289 1.987 -1.835
C -1.735 -3.808 -1.087
H 2.786 1.164 -0.757
H -1.352 2.274 0.798
O -0.902 -3.564 1.981
H -2.165 0.617 0.505
H 3.505 0.871 0.915
C 1.671 -2.660 1.622
C 3.440 1.705 1.613
H -0.557 3.743 -1.251
F -2.911 -4.276 -1.262
O 1.116 1.525 1.311
H -1.477 1.042 2.051
H -0.290 -0.437 -3.984
C 1.990 1.966 2.031
H 0.935 3.484 -1.285
B -1.937 1.443 1.161
H 3.886 2.514 1.035
O 0.092 3.088 -1.510
O 1.738 2.685 3.011
F -1.201 -3.596 -2.287
O -0.398 0.287 -3.366
O 2.127 0.880 -1.390
H -1.819 2.803 -2.004
H 4.042 1.549 2.508
S -2.022 -2.080 -0.167
H -0.986 0.897 -3.811
H -2.864 1.865 1.517
O -2.609 -1.291 -1.212
S -0.300 -2.284 1.661
F 2.279 -1.719 0.879
F 2.159 -2.435 2.869
N -0.623 -1.607 0.047

Atom charges from the Mulliken analysis, given in e for atoms 1 to 6:
1. O -0.605
2. H 0.203
3. F -0.213
4. H 0.228
5. F -0.228
6. O -0.548

***

Entry 2:
Below is a structure of composition C4H15Cu2F2N2O8S2 in a non-equilibrium geometry, with properties calculated with ωB97M-V/def2-TZVPD.

Values from the calculation:
Maximum force: 0.101 Eh/bohr
Total charge: +1
DFT total energy: -140123.39080 eV
Multiplicity: 3

Cartesian coordinates (Å):
H -2.852 0.156 0.046
S 3.633 -1.088 4.022
S 1.208 -1.603 4.122
H 0.697 -1.241 0.970
H -3.961 2.330 -2.670
Cu 0.780 -3.459 -1.052
H 2.836 -1.262 0.144
H -1.499 3.224 -4.930
C -2.582 1.841 -1.349
N -3.877 1.665 -1.886
C -1.647 2.283 -2.492
H 1.583 -5.116 0.467
H -4.572 1.909 -1.174
O 3.476 0.311 3.979
C -2.427 3.507 -4.433
F 4.722 -1.246 2.865
H -3.251 2.849 -4.730
H -0.639 2.495 -2.128
O 2.190 -4.457 0.096
H -1.226 0.805 0.002
O 4.148 -1.755 5.146
O 0.663 -0.327 3.810
H -1.724 -0.115 -1.357
H -1.484 1.545 -3.288
O 0.997 -1.994 0.447
O 1.161 -2.147 5.423
Cu 2.406 -3.106 1.590
H -2.371 2.697 -0.678
O -2.208 3.453 -3.021
F 0.159 -2.546 3.313
H -2.689 4.519 -4.724
H 4.318 -1.017 0.485
N 2.474 -1.985 3.210
O 3.661 -1.712 0.387
C -2.101 0.587 -0.612

Atom charges from the Mulliken analysis, given in e for atoms 1 to 6:
1. H 0.387
2. S 0.957
3. S 1.056
4. H 0.141
5. H 0.297
6. Cu 0.604

***

Entry 3:
Below is a cluster of 2 separate species, C4H15N2 in total in a non-equilibrium geometry, with properties calculated with ωB97M-V/def2-TZVPD.

Values from the calculation:
Maximum force: 0.038 Eh/bohr
Total charge: +1
DFT total energy: -7364.47316 eV

Cartesian coordinates (Å):
H -0.129 -0.381 -2.686
C 1.054 1.483 0.066
H 0.923 2.449 -0.299
H -0.243 -1.090 2.165
H 0.933 -1.159 0.187
H 1.937 1.520 0.678
H -2.426 -0.038 2.764
N -1.122 -1.457 1.798
H 1.941 0.758 -1.802
H 0.213 1.187 0.701
H 2.541 -0.860 -0.274
C -0.222 0.362 -1.833
H 1.474 -1.484 -1.356
H -0.635 1.286 -2.363
C -2.126 -0.367 1.730
H -1.750 0.557 1.233
N 1.555 -0.801 -0.567
H -3.042 -0.707 1.177
C 1.107 0.561 -1.090
H -0.969 -1.833 0.866
H -1.013 0.017 -1.093

Atom charges from the Mulliken analysis, given in e for atoms 1 to 6:
1. H 0.410
2. C -1.269
3. H 0.399
4. H 0.269
5. H 0.107
6. H 0.439

***

Entry 4:
Below is a cluster of 2 separate species, C4H15N2 in total, with properties calculated with ωB97M-V/def2-TZVPD.

Values from the calculation:
Maximum force: 0.019 Eh/bohr
Total charge: +1
DFT total energy: -7364.77828 eV

Cartesian coordinates (Å):
H -0.795 -1.037 -1.064
H -1.220 -1.083 2.932
H 0.007 -1.436 1.702
N -1.950 1.342 2.117
H -0.145 0.411 -2.697
H 1.845 1.125 -1.255
H 0.522 -0.408 -0.354
H 2.346 1.005 -2.978
H -1.879 2.341 2.009
C -0.883 -0.842 1.924
H -2.209 1.138 3.068
H -0.443 0.930 0.763
H -1.684 -1.232 1.287
N 0.219 -0.963 -1.145
H 0.114 0.974 2.463
C 1.992 0.459 -2.111
H 0.654 -1.881 -1.068
C 0.672 -0.249 -2.423
H 2.724 -0.274 -1.769
H 0.809 -0.996 -3.199
C -0.696 0.675 1.799

Atom charges from the Mulliken analysis, given in e for atoms 1 to 6:
1. H 0.370
2. H 0.378
3. H 0.351
4. N -0.641
5. H 0.320
6. H 0.377